106
Properties=species:S:1:pos:R:3 method="wB97M-V/def2-TZVPD" homo_ev=-8.86 spin_multiplicity=1 total_energy_ha=-3092.9969 smiles="O=C1C=C(O)C(=O)C=C1O.O=C1C=C(O)C(=O)C=C1O.O=C1C=C(O)C(=O)C=C1O.O=C1C=C(O)C(=O)C=C1O.CC(C)=O.CC(C)=O.CC(C)=O.CC(C)=O.CC(C)=O" homo_lumo_gap_ha=0.2252 charge=0 largest_force_ev_per_a=13.179
C -0.635 -2.138 -2.274
C -0.333 -0.597 -2.127
C -0.444 0.074 -0.782
O -0.328 1.277 -0.633
C -0.681 -0.870 0.322
C -1.023 -2.393 0.204
C -0.881 -2.998 -1.176
O -1.279 -4.168 -1.274
O -1.280 -3.281 1.210
O 0.035 0.184 -3.210
H -0.466 -2.671 -3.392
H -0.756 -0.318 1.217
H -1.195 -2.702 2.096
H -0.083 1.008 -2.790
C 2.723 3.909 -5.145
C 3.681 4.896 -4.380
C 3.063 5.629 -3.186
O 3.549 6.603 -2.770
C 1.992 4.993 -2.608
C 1.209 3.811 -3.303
C 1.478 3.468 -4.629
O 0.701 2.712 -5.329
O 0.300 3.027 -2.611
O 4.766 5.420 -5.032
H 3.061 3.748 -6.164
H 1.670 5.339 -1.578
H 0.289 3.321 -1.708
H 5.144 5.959 -4.386
C -3.764 1.109 2.548
C -4.261 2.454 3.269
C -4.937 3.440 2.438
O -5.315 4.495 2.989
C -5.056 3.237 1.068
C -4.733 1.835 0.417
C -4.048 0.916 1.158
O -3.630 -0.124 0.638
O -5.130 1.518 -0.885
O -4.029 2.623 4.595
H -3.272 0.436 3.280
H -5.738 3.895 0.515
H -4.493 0.800 -1.109
H -4.180 3.417 4.872
C -1.451 5.103 3.351
C -1.197 5.084 1.858
C -0.356 4.186 1.246
O -0.105 4.291 0.067
C 0.190 3.058 1.970
C -0.041 2.911 3.493
C -0.816 3.979 4.175
O -0.948 3.926 5.455
O 0.090 1.755 4.307
O -1.584 6.134 1.071
H -1.984 5.735 3.962
H 0.575 2.121 1.378
H 0.410 0.971 3.858
H -0.898 5.926 0.478
C 2.014 -1.039 -5.531
C 2.853 -1.670 -4.322
O 3.433 -1.054 -3.533
C 2.917 -3.215 -4.433
H 2.037 0.056 -5.574
H 1.001 -1.336 -5.219
H 2.367 -1.107 -6.598
H 2.051 -3.679 -3.703
H 3.829 -3.377 -3.850
H 2.836 -3.578 -5.426
C -1.337 -0.978 5.800
C -1.094 -1.751 4.479
O -1.544 -1.448 3.396
C -0.025 -2.916 4.543
H -2.006 -0.124 5.767
H -0.250 -0.708 6.040
H -1.774 -1.596 6.497
H -0.163 -3.207 3.633
H -0.197 -3.692 5.153
H 0.982 -2.327 4.579
C 3.509 1.401 -1.508
C 3.759 2.642 -0.646
O 2.880 3.267 -0.069
C 5.260 3.165 -0.629
H 2.501 1.411 -1.787
H 3.785 0.336 -1.114
H 3.969 1.403 -2.388
H 5.744 2.314 -0.113
H 5.265 4.211 -0.216
H 5.757 3.099 -1.541
C -2.985 -6.370 1.746
C -3.919 -6.345 0.670
O -4.191 -7.382 0.136
C -4.413 -4.912 0.214
H -2.736 -7.358 2.028
H -3.520 -5.856 2.570
H -1.990 -5.788 1.562
H -4.869 -4.892 -0.676
H -3.648 -4.546 -0.037
H -4.944 -4.366 1.018
C 3.000 -5.347 -0.958
C 2.712 -5.193 0.525
O 3.497 -4.536 1.156
C 1.562 -5.828 1.164
H 3.301 -6.419 -1.305
H 3.682 -4.816 -1.425
H 2.085 -5.134 -1.544
H 1.335 -5.760 2.374
H 1.418 -6.885 1.051
H 0.689 -5.242 1.021